Entry 1:
{"formula": "C3H7IN", "method": "ωB97M-V/def2-TZVPD", "symbols": ["C", "C", "C", "N", "I", "H", "H", "H", "H", "H", "H", "H"], "positions_angstrom": [[0.09713, 0.37387, -0.09987], [1.87598, 1.51739, -0.59614], [-1.71571, -1.18132, 0.58486], [-0.51922, -0.77911, -0.17003], [3.60520, 0.40816, -1.01597], [-0.22140, 0.95169, 0.72288], [1.73801, 1.84734, 0.45169], [1.53447, 2.32440, -1.33080], [-1.47870, -1.41984, 1.61097], [-2.58563, -0.50818, 0.55453], [-2.13279, -2.15506, 0.15610], [-0.19734, -1.37935, -0.86822]], "homo_lumo_gap_ev": 8.893, "e_homo_ha": -0.50845, "total_charge": 1, "e_above_lowest_kj_mol": 356.4, "lumo_ha": -0.1816}

Entry 2:
{"formula": "C3H7IN2O", "method": "ωB97M-V/def2-TZVPD", "symbols": ["C", "C", "C", "N", "N", "O", "I", "H", "H", "H", "H", "H", "H", "H"], "positions_angstrom": [[0.22777, -0.54402, 0.34781], [-1.84848, 1.01463, -0.24075], [-1.29566, -0.20671, 0.45523], [0.85189, -0.56838, -0.75083], [3.41315, -0.97763, -0.09215], [0.75796, -0.76699, 1.44736], [4.11680, 0.68448, -0.68699], [-2.87602, 1.05223, 0.07660], [-1.91754, 0.92809, -1.35578], [-1.23011, 1.84275, 0.21853], [-1.38602, -0.03015, 1.46000], [-2.01255, -1.09061, 0.15598], [0.42064, -0.37746, -1.72704], [2.77816, -0.96024, 0.69202]], "homo_lumo_gap_ev": [5.517, 5.475], "e_homo_ha": [-0.32598, -0.32522], "total_charge": 0, "e_above_lowest_kj_mol": 335.2, "lumo_ha": [-0.1233, -0.1240]}

Entry 3:
{"formula": "C3H7IN3", "method": "ωB97M-V/def2-TZVPD", "symbols": ["C", "C", "C", "N", "N", "N", "I", "H", "H", "H", "H", "H", "H", "H"], "positions_angstrom": [[1.16038, -0.38861, 0.38648], [-0.47925, -1.81977, -0.08933], [0.26916, 1.83541, -0.12909], [0.84464, -1.66345, 0.20304], [0.09419, 0.48683, 0.43842], [-1.04645, -0.29037, 0.03779], [3.06566, 0.24344, 0.39104], [-0.66436, -2.02047, -1.14594], [-1.06541, -2.51555, 0.60142], [0.07804, 1.69142, -1.22433], [-0.52647, 2.48928, 0.39851], [1.31008, 2.05406, 0.11242], [-1.31251, 0.04980, -0.88384], [-1.72769, -0.15199, 0.90340]], "homo_lumo_gap_ev": [6.255, 6.576], "e_homo_ha": [-0.36748, -0.50104], "total_charge": 1, "s_squared": 2.008, "e_above_lowest_kj_mol": 253.9, "spin_multiplicity": 3, "lumo_ha": [-0.1376, -0.2594]}

Entry 4:
{"formula": "C3H7IS", "method": "ωB97M-V/def2-TZVPD", "symbols": ["C", "C", "C", "S", "I", "H", "H", "H", "H", "H", "H", "H"], "positions_angstrom": [[-0.69377, -1.15647, -1.98397], [0.50163, -0.54398, -1.23575], [0.31236, 0.94161, -0.91321], [1.13444, 2.16103, -1.64100], [0.62083, -1.01795, -5.74887], [-1.48214, -0.84464, -1.33615], [-0.57540, -2.25947, -2.02341], [-0.50899, -0.88632, -3.04000], [0.82613, -1.01433, -0.28917], [1.33156, -0.60178, -1.93105], [-0.54691, 1.11656, -0.26160], [1.75566, -1.73138, -5.07872]], "homo_lumo_gap_ev": [7.400, 7.969], "e_homo_ha": [-0.24689, -0.37259], "total_charge": 0, "s_squared": 2.006, "e_above_lowest_kj_mol": 60.6, "spin_multiplicity": 3, "lumo_ha": [0.0250, -0.0797]}

Entry 5:
{"formula": "C3H7N", "method": "ωB97M-V/def2-TZVPD", "symbols": ["C", "N", "C", "C", "H", "H", "H", "H", "H", "H", "H"], "positions_angstrom": [[-0.99958, 0.00945, 0.96695], [-0.48314, -0.30112, -0.22280], [0.27521, 0.41494, -1.07971], [0.79351, -0.88860, -0.57863], [0.29499, 1.32563, 1.01301], [-0.98568, -0.77663, 1.71881], [-1.84761, 0.69015, 0.97698], [0.01657, 0.75522, -2.07498], [0.63011, 1.44618, 0.22069], [0.71605, -1.83708, -1.11192], [1.58958, -0.83814, 0.17161]], "homo_lumo_gap_ev": 9.220, "e_homo_ha": -0.29886, "total_charge": 0, "e_above_lowest_kj_mol": 475.8, "lumo_ha": 0.0400}

Entry 6:
{"formula": "C3H7N", "method": "ωB97M-V/def2-TZVPD", "symbols": ["C", "N", "C", "C", "H", "H", "H", "H", "H", "H", "H"], "positions_angstrom": [[-1.86257, 0.09800, -0.37550], [-0.71602, -0.35787, -0.60324], [0.25078, -0.50090, 0.44347], [1.40942, 0.29346, -0.13985], [-2.55795, 0.18925, -1.19748], [-2.21243, 0.41439, 0.61396], [-0.08325, -0.07820, 1.40446], [0.51320, -1.55964, 0.51471], [1.75936, -0.12607, -1.07788], [1.20309, 1.36187, -0.17096], [2.29637, 0.26570, 0.58831]], "homo_lumo_gap_ev": 10.890, "e_homo_ha": -0.35419, "total_charge": 0, "smiles": "C=NCC", "e_above_lowest_kj_mol": 57.8, "lumo_ha": 0.0460}

Entry 7:
{"formula": "C3H7N", "method": "ωB97M-V/def2-TZVPD", "symbols": ["C", "C", "C", "N", "H", "H", "H", "H", "H", "H", "H"], "positions_angstrom": [[-0.68545, 0.40447, -1.22248], [-0.30053, -0.64082, -0.22227], [1.08426, 0.15568, 1.53700], [1.10202, -0.48950, 0.39743], [-1.45449, -0.07743, -1.94426], [0.19316, 0.67556, -1.89497], [-1.03074, 1.27564, -0.70910], [-1.06973, -0.64574, 0.58336], [-0.08873, -1.65282, -0.63884], [0.18699, 0.69355, 1.95356], [2.06324, 0.30141, 2.16057]], "homo_lumo_gap_ev": [11.888, 7.921], "e_homo_ha": [-0.64574, -0.64684], "total_charge": 1, "s_squared": 0.763, "e_above_lowest_kj_mol": 309.9, "spin_multiplicity": 2, "lumo_ha": [-0.2089, -0.3558]}

Entry 8:
{"formula": "C3H7N2", "method": "ωB97M-V/def2-TZVPD", "symbols": ["C", "C", "C", "N", "N", "H", "H", "H", "H", "H", "H", "H"], "positions_angstrom": [[-1.00980, -0.75541, -0.09045], [0.28986, -0.58348, 0.66559], [0.06894, 0.85074, 0.45830], [-1.13903, 0.70385, -0.11422], [1.14303, 0.07761, -0.38289], [-0.79704, -1.16409, -0.99742], [-1.60385, -1.41393, 0.54424], [0.85079, -1.03574, 1.40091], [0.52366, 1.78647, 0.89777], [-1.35355, 1.40431, -0.80873], [2.12930, 0.22833, -0.24267], [0.89769, -0.09866, -1.33042]], "homo_lumo_gap_ev": 11.602, "e_homo_ha": -0.54632, "total_charge": 1, "e_above_lowest_kj_mol": 233.6, "lumo_ha": -0.1199}